Entry from OMol25: a structure of composition C48H109MnN14O14 (ωB97M-V/def2-TZVPD).

## Properties
LUMO energy (spin up / spin down) in eV: -3.45 / -4.02
Energy relative to the best compared isomer or geometry (same formula, charge and spin) in kJ/mol: 881.7
2S+1: 6
Charge: +1
Gap between HOMO and LUMO (spin up / spin down) in eV: 5.622 / 4.688

XYZ file:
```
186
Properties=species:S:1:pos:R:3:mulliken_charge:R:1
Mn -2.43174 -1.92104 -3.37099 1.1907
C 1.46354 -1.77449 -1.04001 -0.8728
C 0.58121 -0.85132 -0.19824 2.2171
C 1.61899 0.17831 0.45795 -0.6658
C 0.88862 1.36600 1.16517 -0.4726
C 0.04530 2.08632 0.04003 -1.7824
C -1.04144 1.09850 -0.48725 2.0887
N -0.62182 -0.27967 -0.84102 0.8064
O -1.51072 -1.12883 -1.53521 0.0432
C -1.41391 1.83116 -1.85173 -1.0315
C -2.24394 1.21030 0.49045 -0.5849
C 0.09754 -1.74186 0.98699 -1.0727
H 1.94771 -1.29926 -1.89314 0.2237
H 0.88490 -2.56736 -1.51398 -0.4805
H 2.32249 -2.07597 -0.44051 0.3904
H 2.37454 0.50793 -0.25521 -0.5318
H 2.14680 -0.41126 1.20757 0.4338
H 1.46597 2.18559 1.59302 0.6024
H 0.31329 0.90145 1.96597 -0.3475
H 0.77434 2.37805 -0.71593 0.3008
H -0.27503 3.00608 0.52944 0.2902
H -0.56628 1.84599 -2.53685 0.4931
H -1.53314 2.90663 -1.72034 0.1452
H -2.19309 1.33243 -2.42812 -0.4203
H -2.31922 2.07606 1.14838 0.0095
H -2.11596 0.32628 1.11513 -1.1721
H -3.20869 1.15558 -0.01390 0.5488
H -0.51594 -2.58006 0.65656 -0.0076
H -0.61488 -1.26642 1.66116 0.0316
H 0.79453 -2.10661 1.74149 0.1534
C 0.23937 -4.97165 -4.96036 -1.3376
C -0.40055 -4.66331 -3.65980 0.8001
O -1.00886 -3.62477 -3.46457 -0.6081
N -0.33644 -5.54594 -2.66138 -0.1678
C -0.74965 -5.46368 -1.22942 -0.6037
H 0.99538 -5.74212 -4.80897 0.4428
H 0.75405 -4.05946 -5.26223 0.3082
H -0.45059 -5.35805 -5.71053 0.3219
H 0.19768 -6.33657 -2.99263 0.1735
H -1.17385 -4.45988 -1.25314 0.1479
H 0.14850 -5.64657 -0.63951 0.2156
H -1.52607 -6.22710 -1.18015 0.3117
C 2.92975 -4.57277 -0.34139 -0.2900
C 3.30344 -6.09435 -0.14125 0.3932
O 2.97757 -6.81837 0.84237 -0.6982
N 4.18289 -6.54718 -0.97582 -0.1203
C 4.67664 -7.95387 -1.09893 -0.9781
H 3.83847 -4.01261 -0.56176 0.4087
H 2.64942 -4.11277 0.60620 0.0347
H 2.31647 -4.46015 -1.23543 0.0840
H 4.69910 -5.88251 -1.53426 0.1444
H 3.98124 -8.68998 -0.69564 0.3429
H 5.55183 -7.97343 -0.44950 0.3267
H 4.83381 -8.18150 -2.15325 0.3252
C 6.38050 3.02673 0.42135 -0.8829
C 5.20576 2.50333 1.22643 0.6755
O 5.30216 1.59442 2.05054 -0.6071
N 3.97294 3.08216 1.04609 0.2160
C 3.63500 4.27530 0.32873 -1.0976
H 6.32352 4.09680 0.22181 0.3598
H 6.48613 2.54120 -0.54880 0.0207
H 7.27590 2.81978 1.00745 0.3393
H 3.20945 2.60855 1.50749 0.1045
H 4.12006 4.44387 -0.63273 0.3615
H 3.89574 5.17357 0.88839 0.3987
H 2.55143 4.29187 0.21161 0.2285
C 3.69379 -0.32165 4.32804 -0.5601
C 2.64078 0.11683 5.35019 0.7349
O 2.95341 0.08990 6.52584 -0.6417
N 1.46949 0.72657 5.02804 -0.0404
C 0.50953 1.31015 5.99825 -0.8406
H 3.23254 -0.67696 3.40656 -0.0507
H 4.19835 -1.23092 4.65474 0.3618
H 4.38239 0.47463 4.04543 0.2067
H 1.16842 1.08762 4.13410 0.1209
H 0.66460 0.95000 7.01528 0.3886
H -0.51986 1.03288 5.77117 0.0832
H 0.56123 2.39532 5.90968 0.3501
C -3.00693 -2.33408 2.12635 -0.3100
C -3.54879 -1.77825 3.43961 0.3530
O -4.36364 -2.41015 4.08217 -0.6709
N -3.13002 -0.53369 3.77562 0.2899
C -3.65602 0.10759 5.03071 -1.0909
H -2.06314 -2.86141 2.26516 -0.2857
H -3.13449 -1.69358 1.25367 0.3013
H -3.76752 -3.08066 1.89782 0.4828
H -2.63271 0.05284 3.12079 0.1381
H -3.05781 1.00899 5.16385 0.3174
H -3.62895 -0.48958 5.94217 0.3150
H -4.69473 0.34548 4.80141 0.2929
C 1.28800 -7.18451 6.44528 -1.0834
C 0.94630 -6.69943 5.03965 0.6741
O 0.32376 -7.39156 4.18849 -0.6945
N 1.27463 -5.48680 4.80826 -0.1586
C 0.82298 -4.82946 3.52867 -0.9528
H 0.34883 -7.34292 6.97534 0.2587
H 2.03975 -6.69541 7.06474 0.3412
H 1.63402 -8.21766 6.41418 0.3311
H 1.98430 -5.11391 5.42262 0.2743
H 0.08557 -5.46725 3.04126 0.2926
H 1.69459 -4.50108 2.96249 0.2948
H 0.05057 -4.08287 3.71328 0.4089
C -6.59303 -1.00420 2.55273 -0.5692
C -6.69798 -0.21968 1.24649 0.3957
O -5.77009 -0.25229 0.39743 -0.4935
N -7.90578 0.38383 1.07049 -0.1268
C -8.31026 1.17108 -0.15085 -0.6306
H -7.59610 -1.15186 2.95292 0.3942
H -5.93214 -0.35421 3.12617 -0.2202
H -6.20854 -2.02370 2.58279 0.3498
H -8.64713 0.22185 1.73701 0.2227
H -9.26963 0.95048 -0.61888 0.4275
H -7.61113 0.97900 -0.96474 0.0139
H -8.29745 2.26100 -0.14648 0.1600
C 4.13845 1.19449 -2.15659 -0.6556
C 5.50128 1.19017 -2.77741 0.2488
O 6.08717 2.25769 -2.96243 -0.6975
N 6.17104 0.03138 -2.92675 0.2001
C 7.52919 -0.24931 -3.34037 -1.0112
H 3.32222 0.68335 -2.66709 0.4633
H 3.76520 2.12058 -1.71940 0.1738
H 4.44149 0.71971 -1.22340 0.2779
H 5.74208 -0.71980 -2.40539 0.0232
H 8.09563 0.67538 -3.23002 0.3940
H 7.51922 -0.72667 -4.32023 0.2600
H 7.90949 -0.89623 -2.54982 0.2641
C 0.14033 5.45535 -2.80998 -0.4542
C 1.07573 6.55437 -3.00457 0.4507
O 1.24031 7.38864 -2.13615 -0.6044
N 1.76417 6.46127 -4.19883 -0.1996
C 2.65777 7.42408 -4.76804 -1.0070
H -0.72926 5.81274 -3.36152 0.2409
H -0.11609 5.29348 -1.76301 -0.0554
H 0.65944 4.61218 -3.26573 0.3897
H 1.39102 5.83230 -4.89542 0.2280
H 2.34543 7.76705 -5.75440 0.3354
H 3.57980 6.93136 -5.07659 0.3323
H 3.07537 8.21363 -4.14327 0.3460
C -0.82725 8.82935 0.00271 -0.8735
C -1.44860 7.58723 0.68931 0.6837
O -1.18661 7.42076 1.86442 -0.6265
N -2.13385 6.73984 -0.06206 -0.0940
C -2.63023 5.49446 0.50318 -0.9049
H 0.22284 9.06800 0.17149 0.2937
H -1.48044 9.70174 0.02196 0.2920
H -0.67744 8.53000 -1.03462 0.1527
H -2.34407 6.81570 -1.04701 0.2747
H -2.03558 5.05083 1.30173 0.3023
H -2.34637 4.72738 -0.21730 0.0642
H -3.70536 5.51745 0.68118 0.4746
C -5.16491 1.53352 -3.44117 -0.4606
C -4.96380 0.17727 -3.97115 0.5576
O -3.96988 -0.51830 -3.56426 -0.5574
N -5.83985 -0.20716 -4.91562 -0.2231
C -5.77121 -1.44385 -5.72228 -0.9724
H -5.73957 2.20082 -4.08349 0.4040
H -4.19209 1.97438 -3.22357 0.0607
H -5.67740 1.51942 -2.47926 -0.0486
H -6.54901 0.33625 -5.38666 0.3173
H -5.76706 -2.37196 -5.15071 0.2948
H -5.02011 -1.36600 -6.50833 0.3023
H -6.74279 -1.48812 -6.21442 0.3726
C 4.29835 -2.92359 -3.55894 -0.4724
C 5.55167 -3.08067 -2.76744 0.7106
O 5.46924 -2.65178 -1.70323 -0.6996
N 6.49824 -3.86196 -3.18795 -0.2276
C 7.65813 -4.06345 -2.25645 -0.9259
H 4.45894 -3.19636 -4.60197 0.5327
H 3.93744 -1.89593 -3.51715 -0.0417
H 3.56156 -3.62593 -3.16913 -0.0286
H 6.57427 -4.28246 -4.10310 0.2060
H 8.38466 -3.27666 -2.45947 0.3180
H 8.09836 -5.06016 -2.22699 0.3684
H 7.37147 -3.94651 -1.21134 0.2683
C -8.22548 4.02436 2.23602 -1.0809
C -6.77723 4.13313 2.60195 0.6967
O -6.38815 5.25126 2.84203 -0.6031
N -6.08759 2.97479 2.41187 0.1146
C -4.59243 2.94863 2.69744 -0.8279
H -8.65746 3.06270 2.51298 0.3153
H -8.37875 4.22171 1.17505 0.1453
H -8.91197 4.69391 2.75422 0.3885
H -6.43620 2.07086 2.12644 0.1048
H -4.16175 2.87558 1.69880 0.2906
H -4.34875 2.14110 3.38782 0.1355
H -4.23854 3.92749 3.02099 0.5054
```